1.
This record from OMol25 describes a molecular structure, C20H36CoN4O5SSi2Te. The level of theory is wB97M-V/def2-TZVPD.

Last column: Mulliken spin population.
Atoms and positions in Å:
Co1 -0.14777 -0.03642 -0.20905  1.096
O1 3.76770 -0.02961 -0.46468  0.004
S1 2.81614 -0.47955 -1.49652  0.002
N1 1.37032 -0.38533 -1.26410  -0.056
C1 -3.97708 1.39020 1.19691  0.000
C2 -2.54308 0.94584 1.23948  0.005
N2 -1.85755 1.09315 2.35546  -0.001
O2 -2.04985 0.41029 0.21864  -0.011
H1 -4.17037 2.20457 1.89291  0.000
H2 -4.61104 0.54381 1.46838  0.000
H3 -4.23439 1.69151 0.18464  0.000
H4 -2.30012 1.46382 3.17757  0.000
H5 -0.91321 0.65242 2.40315  -0.003
O3 0.09396 -3.71341 3.94150  0.001
C3 1.11227 -3.53609 3.08036  0.000
C4 1.93287 -4.62348 2.77653  0.000
C5 3.00323 -4.46192 1.91588  0.000
C6 3.27843 -3.22234 1.33960  -0.001
C7 2.44482 -2.15451 1.61713  -0.006
C8 1.34995 -2.29709 2.46462  0.005
C9 0.42490 -1.15158 2.71662  0.007
O4 -0.33932 -1.20531 3.70360  0.007
O5 0.42444 -0.17418 1.89284  0.000
H6 -0.27566 -2.80342 4.09592  0.000
H7 1.72142 -5.57673 3.24364  0.000
H8 3.64332 -5.31007 1.70292  0.000
H9 4.13542 -3.09102 0.69143  0.000
H10 2.63328 -1.18002 1.19285  0.003
N3 1.63713 3.62788 0.04022  0.001
C10 0.38268 4.10251 -0.26380  0.001
C11 -0.40636 3.00237 -0.36407  0.006
N4 0.35222 1.87720 -0.13226  -0.020
C12 1.58064 2.28555 0.10606  0.004
H11 2.46907 4.17519 0.17340  0.000
H12 0.17072 5.15006 -0.37504  0.000
H13 -1.45480 2.93951 -0.59645  -0.001
H14 2.42880 1.64780 0.30832  0.001
C13 1.65019 -6.45361 -1.44162  0.000
Si1 0.81019 -4.86682 -1.96844  0.001
C14 -0.64011 -5.25465 -3.08758  0.000
C15 2.01127 -3.74602 -2.85058  0.000
C16 0.20691 -4.04730 -0.38480  0.000
Te1 -1.16798 -2.43881 -0.58086  -0.044
C17 -2.04048 -2.69616 1.35245  -0.001
Si2 -3.79100 -3.36719 1.27407  0.002
C18 -4.58517 -3.14359 2.95603  0.000
C19 -4.76984 -2.42351 -0.02285  0.000
C20 -3.70360 -5.17970 0.82003  -0.001
H15 2.05968 -6.98916 -2.30138  0.000
H16 0.94946 -7.12015 -0.93377  0.000
H17 2.47157 -6.24328 -0.75262  0.000
H18 -0.28723 -5.67248 -4.03347  0.000
H19 -1.22835 -4.36335 -3.31580  0.000
H20 -1.30959 -5.98752 -2.63012  0.000
H21 2.29187 -4.15434 -3.82403  0.000
H22 2.92231 -3.61146 -2.26253  0.000
H23 1.57430 -2.75778 -3.01156  0.000
H24 1.04834 -3.68282 0.20631  0.001
H25 -0.33236 -4.78703 0.21280  -0.001
H26 -1.98252 -1.74164 1.87461  0.002
H27 -1.36889 -3.37975 1.87734  0.000
H28 -4.42682 -2.13014 3.33306  0.000
H29 -4.15631 -3.83245 3.68692  0.000
H30 -5.66177 -3.32380 2.91433  0.000
H31 -4.42200 -1.39078 -0.11508  0.000
H32 -5.83333 -2.40143 0.22581  0.000
H33 -4.66516 -2.88570 -1.00618  0.000
H34 -3.11362 -5.73700 1.55123  0.000
H35 -3.23934 -5.30985 -0.16169  0.000
H36 -4.69774 -5.63024 0.77627  0.000

The calculation puts the relative energy (zero: lowest compared OMol25 entry of this formula, charge and spin) at 17.0 kJ/mol. The calculation puts the largest force on an atom at 0.538 eV/Å. Its charge is 0. Its expectation value of S² is 0.800. Its spin multiplicity is 2. The value obtained for the energy is -109037.214 eV. The calculation puts the HOMO-LUMO gap (spin up / spin down) at 8.4 / 8.4 eV.

***

2.
This record from OMol25 describes 2 unconnected molecules or ions with the total composition C9H14O in a non-equilibrium geometry. The level of theory is wB97M-V/def2-TZVPD.

Last column: Löwdin charge in e.
Atoms and positions in Å:
C1 2.29744 -0.92959 0.55381  -0.045
C2 1.01272 -1.40245 -0.14837  -0.270
C3 -0.22193 -0.82260 0.22847  -0.011
C4 -1.39343 -1.38319 -0.38997  0.016
C5 -1.31808 -2.27298 -1.51162  -0.327
O1 -2.51544 -2.45111 -2.15037  0.017
C6 -0.11095 -2.84606 -1.85061  -0.013
C7 1.05896 -2.42753 -1.10426  -0.034
H1 2.75592 -1.86584 0.98388  0.099
H2 2.40604 -0.16935 1.18925  0.018
H3 2.99206 -0.68470 -0.23113  0.068
H4 -0.27980 -0.05508 0.96918  0.075
H5 -2.28438 -0.92300 -0.16522  0.076
H6 -2.63128 -3.29283 -2.67322  0.136
H7 -0.00566 -3.62221 -2.52251  0.079
H8 1.99219 -2.95028 -1.36774  0.114
C8 -0.24356 2.80393 1.03142  -0.157
C9 -0.75067 4.17990 1.50413  -0.157
H9 0.74999 2.75900 1.41490  0.050
H10 -0.70530 1.93498 1.39603  0.017
H11 -0.21726 2.76420 -0.08251  0.086
H12 -1.59767 4.60895 1.05375  0.035
H13 0.05278 4.85572 1.29462  0.052
H14 -1.04270 4.19211 2.57809  0.077

The calculation puts the relative energy (zero: lowest compared OMol25 entry of this formula, charge and spin) at 138.7 kJ/mol. The calculation puts the largest force on an atom at 6.197 eV/Å. Its charge is 0. Its spin multiplicity is 1. The value obtained for the energy is -11606.199 eV. The calculation puts the HOMO-LUMO gap at 9.2 eV. The SMILES is Cc1ccc(O)cc1.CC.

***

3.
This record from OMol25 describes 2 unconnected molecules or ions with the total composition C26H30ClINO10P2 in a non-equilibrium geometry. The level of theory is wB97M-V/def2-TZVPD.

Last column: Löwdin charge in e.
Atoms and positions in Å:
C1 5.61048 -1.29431 -2.81427  -0.121
C2 5.55883 0.09638 -2.17444  -0.256
C3 5.94883 0.07912 -0.68277  -0.213
C4 4.99451 0.90413 0.17958  -0.206
C5 3.73335 0.12140 0.48356  -0.218
C6 2.81650 0.80056 1.50822  -0.189
C7 1.32070 0.49505 1.36227  -0.200
C8 1.02125 -0.92755 0.92768  -0.201
C9 -0.48172 -1.23474 0.72839  -0.107
C10 -1.32817 -0.15772 0.09651  -0.082
C11 -1.00145 0.51239 -1.09377  -0.138
C12 0.21424 0.17227 -1.92823  -0.126
C13 -0.01322 -1.13395 -2.67560  -0.839
O1 -0.98590 -1.30601 -3.30934  0.032
I1 1.50202 -2.65084 -2.63597  0.872
C14 -1.83165 1.51725 -1.59759  0.066
C15 -3.02268 1.83903 -0.97019  -0.083
C16 -3.40068 1.16423 0.18955  -0.016
C17 -2.55111 0.17769 0.72980  -0.036
C18 -2.97352 -0.54823 1.96369  -0.210
C19 -3.56365 -1.80360 1.86543  -0.009
C20 -3.96497 -2.44112 3.03216  -0.138
N1 -3.82639 -1.93158 4.25457  0.065
C21 -3.24251 -0.73408 4.32665  -0.131
C22 -2.80656 -0.00408 3.23171  -0.010
C23 -4.72080 1.54180 0.77298  -0.346
O2 -4.99877 1.54933 1.93890  0.125
C24 -5.74648 1.98148 -0.22520  -0.395
P1 -7.51106 1.63822 0.09236  0.907
P2 -7.90340 0.11828 -1.41205  0.219
O3 -8.85067 0.59548 -2.43165  -0.337
O4 -6.52731 -0.38704 -2.05758  -0.164
O5 -8.38447 -1.16849 -0.61655  -0.163
C25 -5.34955 2.64323 -1.31427  -0.006
C26 -3.90573 2.88662 -1.52809  -0.347
O6 -3.48660 3.84835 -2.11278  0.135
H1 6.63846 -1.57297 -3.02306  0.073
H2 5.19433 -2.02247 -2.11985  0.056
H3 5.03090 -1.33980 -3.73445  0.052
H4 4.57162 0.53969 -2.32561  0.087
H5 6.26083 0.71714 -2.73139  0.098
H6 6.97299 0.41831 -0.57747  0.102
H7 5.94345 -0.95876 -0.37081  0.083
H8 4.74954 1.79626 -0.40217  0.110
H9 5.50822 1.23298 1.08095  0.117
H10 3.20768 -0.03282 -0.46203  0.086
H11 3.99899 -0.87225 0.84097  0.124
H12 2.97138 1.87515 1.41369  0.107
H13 3.16525 0.54676 2.50682  0.114
H14 0.86463 0.66255 2.33982  0.113
H15 0.87108 1.23937 0.70781  0.103
H16 1.56637 -1.22626 0.04299  0.028
H17 1.37206 -1.57998 1.72525  0.127
H18 -0.56783 -2.11921 0.09214  0.118
H19 -0.87409 -1.50512 1.69710  0.105
H20 0.29922 0.90492 -2.72720  0.129
H21 1.15348 0.18932 -1.39255  0.079
H22 -1.53810 2.02598 -2.50157  0.131
H23 -3.70637 -2.24905 0.89364  0.121
H24 -4.43239 -3.41431 2.95643  0.102
H25 -3.11858 -0.30924 5.31380  0.104
H26 -2.35775 0.97216 3.31698  0.123
H27 -8.16694 2.74210 -0.47273  -0.064
H28 -6.37194 0.09889 -2.87718  0.084
H29 -8.36119 -1.91708 -1.22992  0.087
H30 -6.04920 3.01781 -2.04724  0.123
O7 8.06143 -1.64132 0.69859  -0.398
Cl1 8.97614 -0.96591 1.59511  0.618
O8 9.64396 0.09692 0.87507  -0.395
O9 9.95234 -1.90475 2.09525  -0.387
O10 8.22836 -0.40387 2.69918  -0.396

The calculation puts the relative energy (zero: lowest compared OMol25 entry of this formula, charge and spin) at 0.0 kJ/mol. The calculation puts the largest force on an atom at 1.790 eV/Å. Its charge is -1. Its spin multiplicity is 1. The value obtained for the energy is -88611.243 eV. The calculation puts the HOMO-LUMO gap at 5.7 eV.

***

4.
This record from OMol25 describes a single C4H4N2O2 molecule in a non-equilibrium geometry. The level of theory is wB97M-V/def2-TZVPD.

Last column: Löwdin charge in e.
Atoms and positions in Å:
O1 -0.76403 0.67914 2.05965  -0.029
C1 0.42946 0.72955 2.05593  -0.291
C2 1.14933 0.04830 0.90138  -0.011
C3 0.29503 -0.14224 -0.16540  -0.252
N1 -1.04277 -0.46863 -0.21152  0.036
N2 -1.44062 -0.61026 -1.44542  0.029
C4 -0.45776 -0.62064 -2.23568  -0.138
O2 0.70172 -0.32874 -1.51539  0.034
H1 1.01745 1.51783 2.81052  0.156
H2 2.16115 0.16126 0.60827  0.077
H3 -1.88406 -0.08057 0.43334  0.230
H4 -0.16488 -0.88498 -3.29569  0.159

The calculation puts the relative energy (zero: lowest compared OMol25 entry of this formula, charge and spin) at 342.5 kJ/mol. The calculation puts the largest force on an atom at 4.831 eV/Å. Its charge is 0. Its spin multiplicity is 1. The value obtained for the energy is -11284.990 eV. The calculation puts the HOMO-LUMO gap at 9.2 eV. The SMILES is O=C/C=C1\NN=CO1.

***

5.
This record from OMol25 describes a single C5H7NO3 molecule in a non-equilibrium geometry. The level of theory is wB97M-V/def2-TZVPD.

Last column: Löwdin charge in e.
Atoms and positions in Å:
C1 2.02965 -0.95750 0.07206  -0.162
N1 1.07432 -1.71697 -0.27169  0.073
O1 -0.02527 -1.27902 -0.92005  -0.012
C2 -0.61222 -0.10205 -0.44570  -0.539
C3 -2.11053 -0.10574 -0.44286  -0.010
C4 -1.34608 -0.21160 0.86538  -0.019
O2 -0.00169 1.08244 -0.80150  0.007
C5 1.22713 1.32290 -0.10679  -0.183
O3 2.20717 0.35514 -0.24739  -0.008
H1 2.86490 -1.33527 0.60697  0.124
H2 -2.56769 0.81686 -0.72956  0.108
H3 -2.55627 -1.03106 -0.79178  0.115
H4 -1.40713 0.62475 1.46967  0.082
H5 -1.33509 -1.18954 1.32543  0.116
H6 1.62183 2.22721 -0.58076  0.143
H7 0.93696 1.49945 0.99856  0.163

The calculation puts the relative energy (zero: lowest compared OMol25 entry of this formula, charge and spin) at 475.2 kJ/mol. The calculation puts the largest force on an atom at 2.453 eV/Å. Its charge is 0. Its spin multiplicity is 1. The value obtained for the energy is -12927.259 eV. The calculation puts the HOMO-LUMO gap at 10.5 eV. The SMILES is C1=NOC2(CC2)OCO1.